[1]
20
Properties=species:S:1:pos:R:3:nbo_charge:R:1 method="wB97M-V/def2-TZVPD" e_homo_ev=-9.237 smiles=NCCNCN.O total_charge=0 energy_ha=-361.536611 de_lowest_ev=2.391
O -0.349 0.137 -2.445 -0.95
H 0.293 0.812 -2.053 0.45
H -1.586 0.410 1.078 0.21
H 0.934 2.886 -0.953 0.37
H -0.672 2.730 1.374 0.17
H 0.467 -3.681 0.040 0.37
H -1.066 -1.730 1.544 0.17
C -0.311 2.009 0.468 -0.22
N -0.204 -2.895 -0.040 -0.86
H -0.279 -0.434 -1.632 0.48
C -0.024 -1.851 1.000 -0.05
H 0.691 -2.348 1.746 0.18
H -0.096 0.709 2.154 0.17
C -0.454 0.603 1.079 -0.22
H -0.238 -2.508 -0.974 0.37
N 0.299 -0.505 0.362 -0.70
N 0.911 2.515 -0.058 -0.86
H 1.788 1.947 0.020 0.36
H -1.071 1.967 -0.253 0.20
H 1.313 -0.227 0.335 0.37

[2]
20
Properties=species:S:1:pos:R:3:nbo_charge:R:1 method="wB97M-V/def2-TZVPD" e_homo_ev=-8.714 smiles=NCCS.NCN total_charge=0 energy_ha=-684.517155 de_lowest_ev=0.557
C -0.849 2.866 -0.411 -0.06
H 2.201 -0.912 0.597 0.19
C 0.792 -2.362 -0.219 -0.54
C 1.287 -1.468 0.887 -0.23
N -0.543 1.975 -1.477 -0.86
H -0.704 3.925 -0.773 0.18
N -2.215 2.761 0.188 -0.85
H -2.210 1.922 0.717 0.34
H 0.544 -0.721 1.225 0.19
H -0.139 -2.776 0.130 0.22
H -0.276 -2.248 -2.341 0.13
H 1.110 -2.001 2.938 0.36
S 0.515 -1.389 -1.678 -0.04
H -0.988 2.283 -2.338 0.35
H -0.775 0.988 -1.294 0.37
N 1.391 -2.420 2.052 -0.84
H -0.064 2.726 0.360 0.17
H -2.971 2.678 -0.495 0.35
H 1.552 -3.139 -0.240 0.21
H 2.342 -2.690 2.173 0.35

[3]
20
Properties=species:S:1:pos:R:3:nbo_charge:R:1 method="wB97M-V/def2-TZVPD" e_homo_ev=-13.910 total_charge=+1 energy_ha=-340.890997 de_lowest_ev=1.428
H 3.055 1.497 -1.510 0.41
N 1.332 0.747 0.283 -0.78
N -1.199 0.528 0.765 -0.59
H -1.039 -1.950 -0.047 0.37
C 1.858 0.087 -0.692 0.37
C -2.040 -0.191 -0.252 -0.05
H 1.523 -0.929 -0.870 0.19
H -1.642 1.422 0.962 0.41
H -0.778 -1.202 -1.482 0.36
N 2.819 0.514 -1.511 -0.75
H -2.072 -0.613 2.351 0.22
H -0.405 -1.037 1.939 0.21
C -1.107 -0.214 2.040 -0.44
H 1.808 1.612 0.513 0.38
H -2.194 0.522 -1.054 0.21
H -0.725 0.447 2.816 0.23
H 2.973 0.043 -2.392 0.42
H 0.013 0.702 0.484 0.44
N -1.475 -1.394 -0.775 -0.80
H -2.993 -0.389 0.242 0.20

[4]
20
Properties=species:S:1:pos:R:3:nbo_charge:R:1 method="wB97M-V/def2-TZVPD" e_homo_ev=-12.554 total_charge=+1 energy_ha=-340.770466 de_lowest_ev=4.708
H -1.321 2.605 1.793 0.37
H -0.536 0.350 1.448 0.13
N 1.816 -0.037 0.376 -0.73
H 2.945 -0.926 -1.193 0.41
N -0.945 2.374 0.884 -0.83
H 1.077 0.357 0.971 0.43
H 2.391 -0.605 1.009 0.43
H -2.343 0.663 -0.989 0.22
H -0.144 0.803 -0.166 0.14
N 2.100 -1.488 -1.291 -0.77
H -0.047 2.831 0.808 0.36
N -0.204 -1.392 -0.899 -0.74
H 0.025 -2.377 -0.713 0.39
H 2.290 -2.480 -1.161 0.43
C 1.184 -0.956 -0.400 0.72
H 0.105 -1.211 -1.855 0.41
H -2.201 -0.673 0.127 0.22
C -0.902 0.952 0.594 -0.19
H -3.080 0.801 0.592 0.23
C -2.212 0.409 0.063 -0.61

[5]
20
Properties=species:S:1:pos:R:3:nbo_charge:R:1 method="wB97M-V/def2-TZVPD" e_homo_ev="-12.657 / -13.193" total_charge=+1 energy_ha=-340.702531 de_lowest_ev=6.556
H -1.009 1.847 1.823 0.29
C 0.018 -0.682 -0.010 0.41
N -0.314 -1.845 0.465 -0.44
H 0.816 2.171 -2.640 0.39
H -0.099 -1.311 -1.950 0.40
C -0.358 1.603 2.741 -0.76
H -0.334 1.351 -3.402 0.38
H 0.242 0.275 -1.934 0.43
H -0.223 2.531 3.192 0.29
H -1.566 -2.819 -0.825 0.37
H 1.352 1.522 1.654 0.18
H -0.465 -1.883 1.425 0.40
N -0.090 -0.476 -1.349 -0.85
C 0.810 0.939 2.324 0.03
H 1.227 0.939 -3.832 0.40
H -0.394 -3.768 -0.284 0.39
H -1.005 0.936 3.390 0.24
N 0.612 1.368 -3.158 -1.09
H 1.434 0.150 2.804 0.23
N -0.653 -2.848 -0.436 -0.69

[6]
21
Properties=species:S:1:pos:R:3:nbo_charge:R:1 method="wB97M-V/def2-TZVPD" e_homo_ev=-6.712 total_charge=0 energy_ha=-395.665016 de_lowest_ev=6.168
H 2.010 2.925 -0.297 0.34
H 0.938 -1.335 0.744 0.43
H -2.856 -0.719 1.377 0.18
H -0.735 0.477 1.155 0.23
C -0.695 0.634 0.085 -0.20
C -2.685 -1.196 0.408 -0.42
H 0.139 -0.137 -1.769 0.20
H 1.588 1.876 -1.467 0.33
H 1.094 -2.004 -0.796 0.38
N 2.297 0.191 0.961 -0.72
N 2.056 1.945 -0.565 -0.73
H -2.018 -2.060 0.581 0.16
C 0.109 -0.258 -0.688 0.20
H -3.645 -1.581 0.051 0.19
N 1.378 1.178 0.436 -0.33
N -2.155 -0.210 -0.510 -0.71
H 2.608 0.510 1.876 0.35
H 3.120 0.174 0.356 0.35
H -0.909 1.623 -0.291 0.23
N 0.504 -1.453 -0.189 -0.79
H -2.145 -0.580 -1.458 0.34